Entry 1:
ORCA calculation (the ωB97M-V functional and the def2-TZVPD basis) on C2H5I2N3 as an isolated structure in a non-equilibrium geometry.

ORCA input file:
```
! RIJCOSX wB97M-V def2-TZVPD def2/J DEFGRID3
* xyz 2 1
C 0.02 0.24 2.05
C 0.27 -0.05 -2.16
N 0.15 1.12 2.93
N -0.60 -1.00 -2.37
N -0.03 -0.45 1.10
I 2.20 -0.54 -1.54
I -0.23 1.93 -2.56
H 1.00 1.19 3.49
H -0.61 1.75 3.18
H -0.36 -1.98 -2.29
H -1.53 -0.80 -2.74
H -0.29 -1.40 0.92
*
```

The HOMO-LUMO gap is 9.020 eV. The HOMO energy is -17.3 eV.


Entry 2:
ORCA calculation (the ωB97M-V functional and the def2-TZVPD basis) on a 2-piece molecular cluster, C2H5IN2 overall in a non-equilibrium geometry.

ORCA input file:
```
! RIJCOSX wB97M-V def2-TZVPD def2/J DEFGRID3
* xyz 0 3
C 1.57 -0.37 -0.35
C 1.55 0.90 -0.15
N -2.32 -0.59 0.21
N -1.46 -1.25 -0.34
I 0.14 1.98 1.00
H 2.31 -0.60 -1.05
H 0.90 -1.19 0.03
H -2.11 0.40 0.15
H 2.42 1.63 -0.49
H -3.00 -0.91 0.99
*
```

The HOMO-LUMO gap (spin up / spin down) is 7.341 / 9.573 eV. The HOMO energy (spin up / spin down) is -6.9 / -9.3 eV.


Relative energy (zero: lowest compared OMol25 entry of this formula, charge and spin) list, top to bottom, in kcal per mole: 0.0 21.5